No. 1
Entry from OMol25: C3H7NO2S as an isolated structure (wB97M-V/def2-TZVPD).

Atoms and positions in Å:
C1 1.1608 0.8835 -0.7413
C2 1.0709 1.0431 0.8138
C3 -1.1617 -1.7493 -0.1179
N1 -0.1629 0.7191 -1.2264
O1 -2.3846 0.6928 0.1926
O2 -0.0417 0.3125 1.2103
S1 -1.0120 0.0778 -0.1078
H1 1.6957 1.5733 -1.4796
H2 1.7650 -0.0955 -0.8266
H3 1.9700 0.9083 1.4719
H4 0.7183 1.9635 1.1061
H5 -1.9836 -2.0607 -0.8930
H6 -0.1593 -2.1419 -0.2347
H7 -1.4749 -2.1265 0.8325

As for the total charge: 0. The calculation puts the calculated total energy at -19641.473 eV. The multiplicity is 1. For the HOMO-LUMO gap, the calculation gives 10.024 eV. Its highest occupied orbital energy is -9.3 eV. The value obtained for the energy above the lowest of the compared OMol25 structures with the same formula, charge and spin is 95.3 kcal/mol.

***

No. 2
Entry from OMol25: C4H7NO2 as an isolated structure (wB97M-V/def2-TZVPD).

Atoms and positions in Å:
C1 -1.1830 1.2895 -0.7507
C2 0.2606 0.1442 -0.0367
C3 0.7276 1.2364 0.8362
O1 0.3139 2.3551 0.6215
C4 0.4568 -1.2760 0.6333
O2 0.7020 -1.4215 1.8198
N1 0.4592 -2.3555 -0.2133
H1 -1.9229 1.3963 0.0445
H2 -1.0033 2.3218 -1.1549
H3 -1.4531 0.6476 -1.5632
H4 0.7607 0.1293 -1.0023
H5 1.3929 1.0761 1.6920
H6 0.0897 -2.2727 -1.1452
H7 0.3989 -3.2705 0.2190

As for the total charge: 0. The calculation puts the calculated total energy at -9844.061 eV. The multiplicity is 1. For the HOMO-LUMO gap, the calculation gives 9.867 eV. Its highest occupied orbital energy is -9.6 eV. The value obtained for the energy above the lowest of the compared OMol25 structures with the same formula, charge and spin is 74.2 kcal/mol.

***

No. 3
Entry from OMol25: a 15-piece molecular cluster, C24H69BO21 overall (wB97M-V/def2-TZVPD).

Atoms and positions in Å:
C1 1.5221 3.0266 -3.6420
O1 0.1620 2.9616 -4.2303
B1 -0.7322 2.0993 -3.4275
O2 -2.0668 2.6176 -3.0423
C2 -0.1639 0.5877 -3.0493
C3 -0.1357 -0.0701 -1.7127
C4 -0.6782 0.4616 -0.2546
C5 0.4271 1.4098 0.5530
C6 1.4208 0.4261 1.4159
C7 2.9220 1.1050 1.7040
O3 3.5430 1.6301 0.4785
C8 3.5236 3.0995 0.4219
O4 2.6681 3.9137 1.0444
C9 0.5578 -1.5232 -2.1363
O5 1.1327 -2.3635 -1.2719
O6 0.4353 -1.6840 -3.6231
C10 0.4619 -0.3526 -4.2796
O7 0.8269 0.0095 -5.5137
H1 2.1263 3.8484 -4.2488
H2 1.5196 3.3165 -2.4896
H3 2.1369 2.0296 -3.7490
H4 -2.2736 2.4061 -2.0693
H5 -1.6810 1.0743 -0.4344
H6 -0.9155 -0.4973 0.4151
H7 0.9736 2.1394 -0.1816
H8 -0.2176 2.0239 1.3438
H9 1.5136 -0.6184 0.8831
H10 0.8912 0.2443 2.4574
H11 2.9188 1.8453 2.6152
H12 3.5981 0.1823 2.0459
H13 4.3233 3.6078 -0.3037
C11 -1.4082 0.2611 4.4256
O8 -0.0183 0.0682 4.2381
H14 -1.9495 -0.2613 3.6333
H15 -1.7058 -0.1446 5.3957
H16 -1.6385 1.3283 4.3788
H17 0.4355 0.5427 4.9554
C12 -3.2891 -0.6372 8.5616
O9 -2.7149 -1.1005 7.3534
H18 -3.4129 0.4468 8.5034
H19 -4.2657 -1.1061 8.7054
H20 -2.6289 -0.8819 9.3973
H21 -2.6171 -2.0646 7.4346
C13 -1.8401 2.2290 10.9335
O10 -1.3855 1.5266 9.7915
H22 -2.7788 2.7325 10.6906
H23 -2.0081 1.5251 11.7524
H24 -1.0950 2.9730 11.2254
H25 -0.5519 1.0904 10.0372
C14 -5.0051 1.2536 4.9581
O11 -3.7580 1.8870 5.1761
H26 -5.3527 1.4905 3.9498
H27 -4.8873 0.1715 5.0556
H28 -5.7327 1.6187 5.6871
H29 -3.4751 1.6588 6.0779
C15 -0.8899 6.6276 -2.8952
O12 -0.3156 6.1643 -4.1034
H30 -1.0137 7.7116 -2.9535
H31 -1.8664 6.1587 -2.7514
H32 -0.2297 6.3829 -2.0596
H33 -0.2179 5.2002 -4.0222
C16 3.7309 -0.6675 -7.2452
O13 3.0724 0.2368 -8.1129
H34 4.7531 -0.8196 -7.5996
H35 3.7560 -0.2517 -6.2349
H36 3.2019 -1.6236 -7.2441
H37 2.1686 0.3520 -7.7733
C17 4.9008 -0.9204 -10.7440
O14 5.9534 -0.4104 -9.9465
H38 5.3140 -1.6255 -11.4692
H39 4.1779 -1.4372 -10.1079
H40 4.4135 -0.0989 -11.2747
H41 5.5566 0.2117 -9.3132
C18 2.2506 -3.2504 1.8142
O15 3.4351 -3.1181 2.5782
H42 1.4259 -2.7769 2.3522
H43 2.3825 -2.7579 0.8475
H44 2.0267 -4.3099 1.6678
H45 4.1486 -3.5471 2.0760
C19 -3.3636 6.8929 0.0451
O16 -1.9737 6.7000 -0.1424
H46 -3.9049 6.3705 -0.7473
H47 -3.6612 6.4871 1.0152
H48 -3.5939 7.9600 -0.0017
H49 -1.5199 7.1745 0.5749
C20 7.4518 -3.4315 -12.9183
O17 8.5045 -2.9215 -12.1208
H50 7.8650 -4.1366 -13.6435
H51 6.7289 -3.9483 -12.2822
H52 6.9645 -2.6100 -13.4490
H53 8.1077 -2.2994 -11.4875
C21 1.9952 -7.6629 1.4477
O18 1.4254 -6.3997 1.1583
H54 1.6374 -7.9989 2.4238
H55 1.6932 -8.3836 0.6837
H56 3.0841 -7.5758 1.4715
H57 1.7609 -6.1276 0.2871
C22 -7.4804 -0.3415 7.5169
O19 -6.4277 0.1685 8.3144
H58 -7.0672 -1.0466 6.7917
H59 -8.2033 -0.8583 8.1530
H60 -7.9677 0.4800 6.9862
H61 -6.8245 0.7906 8.9477
C23 -3.7742 -1.3649 1.1263
O20 -3.1101 -0.2062 1.5959
H62 -3.2665 -2.2491 1.5189
H63 -4.8103 -1.3582 1.4735
H64 -3.7447 -1.3854 0.0341
H65 -3.5826 0.5616 1.2315
C24 -0.5172 -6.3513 -1.9526
O21 -0.8639 -6.3382 -0.5801
H66 -1.4103 -6.1432 -2.5467
H67 0.2343 -5.5820 -2.1470
H68 -0.1248 -7.3352 -2.2210
H69 -0.0522 -6.5257 -0.0785

As for the total charge: 0. The calculation puts the calculated total energy at -69667.895 eV. The multiplicity is 1. For the HOMO-LUMO gap, the calculation gives 7.848 eV. Its highest occupied orbital energy is -9.5 eV.

***

No. 4
Entry from OMol25: a 2-piece molecular cluster, C5H11NO overall (wB97M-V/def2-TZVPD).

Atoms and positions in Å:
C1 -0.7522 -0.5918 0.0661
C2 -0.2833 1.7865 0.8852
C3 1.3435 -1.6295 -0.8749
C4 -2.1869 -0.4371 -0.3371
C5 0.1222 0.4567 0.3124
O1 2.3362 0.9845 0.7309
N1 1.3923 0.2043 -0.0095
H1 3.0355 1.1584 0.0877
H2 -0.4892 -1.5445 0.4971
H3 -1.2923 2.0482 0.5649
H4 0.3911 2.5881 0.5860
H5 -0.2853 1.7393 1.9764
H6 -2.8646 -0.4790 0.5242
H7 -2.3675 0.4996 -0.8670
H8 2.3532 -1.7982 -0.5248
H9 1.2883 -1.2155 -1.8737
H10 0.7372 -2.5179 -0.7382
H11 -2.4785 -1.2523 -1.0057

As for the total charge: 0. The calculation puts the calculated total energy at -8895.479 eV. The multiplicity is 1. For the HOMO-LUMO gap (alpha / beta), the calculation gives 7.708 / 7.707 eV. Its highest occupied orbital energy (alpha / beta) is -7.2 / -7.2 eV. The value obtained for the energy above the lowest of the compared OMol25 structures with the same formula, charge and spin is 143.4 kcal/mol.

***

No. 5
Entry from OMol25: BrClHIN2 as an isolated structure (wB97M-V/def2-TZVPD).

Atoms and positions in Å:
N1 -0.2987 -0.0045 0.8792
N2 -0.4149 -1.1531 1.1791
Cl1 -1.7534 0.8333 0.6749
Br1 1.2101 -1.8703 1.5235
I1 1.6966 1.6227 2.4015
H1 2.6939 2.7249 1.6343

As for the total charge: 0. The calculation puts the calculated total energy at -93658.668 eV. The multiplicity is 1. For the HOMO-LUMO gap, the calculation gives 9.169 eV. Its highest occupied orbital energy is -9.4 eV. The value obtained for the energy above the lowest of the compared OMol25 structures with the same formula, charge and spin is 16.4 kcal/mol.

***

No. 6
Entry from OMol25: an isolated ion of composition C5H10NO and charge -1 (wB97M-V/def2-TZVPD).

Atoms and positions in Å:
N1 -1.5123 2.8265 0.4371
C1 -0.3103 2.0701 0.8800
C2 0.1978 1.1072 0.1207
C3 1.0044 -0.0207 0.6881
C4 0.3818 -1.4040 0.4331
C5 0.1891 -1.6770 -1.1251
O1 0.1845 -2.9481 -1.4182
H1 -1.5776 3.7431 0.8017
H2 -1.7287 2.6985 -0.6089
H3 -0.2676 2.1369 1.9843
H4 -0.0743 0.7347 -0.8915
H5 2.1428 0.0252 0.2647
H6 0.8915 0.0722 1.8314
H7 -0.5166 -1.4163 1.0918
H8 0.9439 -2.3100 0.8179
H9 1.1655 -1.2192 -1.5072
H10 -0.6460 -1.1187 -1.4790

As for the total charge: -1. The calculation puts the calculated total energy at -8882.285 eV. The multiplicity is 1. For the HOMO-LUMO gap, the calculation gives 5.693 eV. Its highest occupied orbital energy is -2.1 eV. The value obtained for the energy above the lowest of the compared OMol25 structures with the same formula, charge and spin is 42.3 kcal/mol.

***

No. 7
Entry from OMol25: C31H37Br60NO4 as an isolated structure (wB97M-V/def2-TZVPD).

Atoms and positions in Å:
C1 2.2155 1.7640 2.2959
C2 1.9476 1.4055 1.0764
C3 0.7584 1.8931 0.2437
C4 -0.0266 0.6426 -0.1922
C5 -1.0463 0.9834 -1.2904
N1 -2.4551 1.2140 -0.9633
C6 -2.8613 1.1252 0.4244
C7 -4.2981 1.6104 0.6250
C8 -3.3689 0.6116 -1.8635
C9 -3.3392 -0.8621 -2.2131
O1 -4.1757 1.2797 -2.3708
C10 -0.0105 3.1033 0.7071
O2 1.0188 4.0992 0.5381
C11 1.7270 3.7763 -0.5592
O3 2.4296 4.4368 -1.1316
O4 1.4307 2.4863 -0.8869
H1 3.2167 1.5581 2.6421
H2 1.5171 2.3068 2.9212
H3 2.6095 0.7435 0.5393
H4 0.7321 0.0228 -0.6807
H5 -0.3632 0.0492 0.6526
H6 -1.0076 0.1844 -2.0490
H7 -0.6592 1.8718 -1.8046
H8 -2.8610 0.0662 0.7450
H9 -2.2256 1.6497 1.1345
H10 -4.4123 2.5849 0.1610
H11 -5.0127 0.9473 0.1352
H12 -4.5627 1.6213 1.6749
H13 -4.2409 -1.1216 -2.7538
H14 -3.1739 -1.5219 -1.3634
H15 -2.5071 -1.0073 -2.9087
H16 -0.1454 3.0820 1.7857
H17 -0.8434 3.4616 0.1105
C12 1.0448 1.2871 6.3417
Br1 0.6300 2.8305 5.2621
Br2 0.1084 -0.2803 5.7239
Br3 2.9450 0.9911 6.4564
H18 0.6930 1.4962 7.3413
C13 -7.9722 4.0526 0.7270
Br4 -9.5018 5.0942 0.2053
Br5 -6.6210 5.0940 1.6173
Br6 -8.4722 2.5074 1.7703
H19 -7.5247 3.6859 -0.1860
C14 0.2448 -2.2370 -4.6750
Br7 -1.3270 -3.2102 -4.1294
Br8 0.3376 -0.5206 -3.7927
Br9 1.8255 -3.3238 -4.4694
H20 0.1376 -2.0345 -5.7309
C15 -7.2948 2.0130 -3.5370
Br10 -7.9747 0.2244 -3.3034
Br11 -7.1347 2.4821 -5.3998
Br12 -8.3451 3.3062 -2.5634
H21 -6.2989 2.0320 -3.1134
C16 -3.1755 7.3347 1.8743
Br13 -3.2702 8.7212 3.2097
Br14 -2.2134 7.9026 0.3068
Br15 -2.4494 5.6945 2.5852
H22 -4.1895 7.1229 1.5645
C17 1.8787 -5.6973 -0.9828
Br16 0.2359 -6.5246 -0.4099
Br17 2.2112 -4.0454 -0.0462
Br18 3.3731 -6.9151 -0.8490
H23 1.7639 -5.4495 -2.0291
C18 -1.6755 -8.8004 3.0637
Br19 -2.4661 -7.8137 1.6071
Br20 0.0960 -9.4157 2.6282
Br21 -1.6926 -7.7935 4.7055
H24 -2.2870 -9.6774 3.2238
C19 6.3573 -3.9132 -1.3454
Br22 8.2621 -4.1125 -1.5463
Br23 5.9140 -2.3133 -0.3720
Br24 5.4408 -4.0034 -3.0409
H25 6.0113 -4.7510 -0.7559
C20 -5.2340 3.6643 5.0985
Br25 -6.5455 2.5047 5.8934
Br26 -5.1992 5.3980 5.9402
Br27 -3.4791 2.8670 5.0438
H26 -5.5386 3.8166 4.0702
C21 7.5456 -5.2972 -6.7161
Br28 6.5304 -3.7371 -7.2160
Br29 9.0208 -4.8520 -5.5660
Br30 6.4239 -6.6625 -5.9424
H27 7.9635 -5.7090 -7.6241
C22 -10.3239 4.0900 4.8557
Br31 -11.6997 5.3750 4.4353
Br32 -8.8834 4.8875 5.8576
Br33 -11.0365 2.5328 5.7372
H28 -9.9079 3.7537 3.9159
C23 -3.0410 7.9377 -3.7655
Br34 -4.4795 9.1541 -4.1711
Br35 -1.5970 8.8285 -2.8393
Br36 -3.6695 6.3801 -2.8161
H29 -2.6424 7.5912 -4.7075
C24 7.6689 2.5864 -2.0637
Br37 9.3404 3.0068 -1.1931
Br38 7.8430 2.6217 -3.9837
Br39 6.9326 0.9234 -1.4414
H30 6.9663 3.3616 -1.7944
C25 9.0563 -9.4337 -5.4294
Br40 10.7248 -9.0166 -4.5597
Br41 9.2286 -9.4104 -7.3496
Br42 8.3163 -11.0990 -4.8005
H31 8.3562 -8.6537 -5.1653
C26 -0.6634 12.1972 2.6437
Br43 -1.3600 11.7796 0.8958
Br44 0.4755 13.7520 2.6087
Br45 -2.0745 12.3770 3.9455
H32 -0.0520 11.3612 2.9512
C27 9.1979 6.2560 -3.5652
Br46 8.7567 6.1545 -5.4388
Br47 10.6610 7.4680 -3.2385
Br48 7.6551 6.6863 -2.4923
H33 9.5265 5.2701 -3.2632
C28 -9.9741 -1.4750 4.6896
Br49 -10.5780 -1.7801 2.8846
Br50 -8.7816 0.0348 4.7940
Br51 -11.4514 -1.3016 5.9187
H34 -9.4119 -2.3470 4.9893
C29 -2.9420 -11.3279 6.9020
Br52 -1.0329 -11.4568 6.6621
Br53 -3.4291 -9.7707 7.9271
Br54 -3.8764 -11.3881 5.2141
H35 -3.2525 -12.1937 7.4681
C30 4.1725 -10.1670 4.4563
Br55 3.6799 -10.3599 2.6001
Br56 5.6343 -8.9311 4.6779
Br57 2.6602 -9.6894 5.5530
H36 4.5180 -11.1327 4.7944
C31 12.0020 -2.8615 -8.0157
Br58 10.9649 -1.3931 -7.3207
Br59 13.2495 -3.5369 -6.7105
Br60 10.8734 -4.2617 -8.7083
H37 12.5810 -2.4806 -8.8439

As for the total charge: 0. The calculation puts the calculated total energy at -4244968.403 eV. The multiplicity is 1. For the HOMO-LUMO gap, the calculation gives 8.532 eV. Its highest occupied orbital energy is -9.0 eV.

***

No. 8
Entry from OMol25: a 5-piece molecular cluster, C24H44IN8O4 overall (wB97M-V/def2-TZVPD).

Atoms and positions in Å:
N1 0.3141 -3.8939 -0.0621
C1 0.6975 -2.7407 -1.0180
N2 1.7041 -3.1147 -2.0085
N3 1.9830 -2.0501 -2.7681
I1 3.4842 -2.4642 -4.1897
C2 1.4509 -0.6984 -2.7896
C3 0.3351 -0.1645 -1.7580
C4 -0.0561 -1.3633 -0.7282
C5 -1.1532 -1.2210 0.4801
C6 -2.4032 -0.1765 0.1121
C7 -3.6922 -1.0880 -0.3321
C8 -4.3270 -0.6645 -1.8164
N4 -4.8444 -1.9887 -2.4095
C9 -5.9802 -2.6000 -1.5780
C10 -6.2734 -3.9979 -2.4143
C11 -5.2263 -4.0575 -3.7173
C12 -4.3139 -2.6957 -3.6374
H1 -0.6298 -4.2668 -0.3042
H2 0.9686 -4.7174 -0.2186
H3 1.8460 0.0677 -3.6011
H4 -0.1234 0.9067 -1.7320
H5 -1.5958 -2.2324 0.8737
H6 -0.5967 -0.7217 1.4085
H7 -2.6964 0.3529 1.1355
H8 -2.0983 0.6536 -0.6543
H9 -3.3206 -2.2111 -0.4776
H10 -4.5601 -1.1314 0.4539
H11 -3.5066 -0.2458 -2.5547
H12 -5.1895 0.1407 -1.7240
H13 -6.4990 -2.2022 -0.6062
H14 -7.0766 -4.8122 -2.1047
H15 -5.0993 -4.8921 -4.5337
H16 -3.4443 -2.2875 -4.3053
C13 2.2666 -0.8651 2.9411
O1 2.0848 -0.3562 4.0398
N5 3.3991 -0.7183 2.1691
C14 3.5367 -1.3556 0.8762
C15 4.4870 0.0987 2.6651
H17 1.5026 -1.5058 2.4703
H18 4.4056 -2.0196 0.9000
H19 3.6848 -0.5836 0.1155
H20 2.6461 -1.9386 0.6272
H21 4.8364 -0.3136 3.6166
H22 4.1192 1.1151 2.8362
H23 5.3118 0.1211 1.9481
C16 -1.5767 4.0519 -2.0256
O2 -1.4121 2.9760 -2.5864
N6 -2.6578 4.3866 -1.2387
C17 -2.7781 5.6847 -0.6086
C18 -3.7078 3.4104 -1.0346
H24 -0.8382 4.8659 -2.1144
H25 -2.8348 5.5477 0.4752
H26 -3.6919 6.1681 -0.9663
H27 -1.9200 6.3192 -0.8458
H28 -3.2778 2.5171 -0.5713
H29 -4.1305 3.1343 -2.0054
H30 -4.4937 3.8165 -0.3926
C19 2.9481 2.4904 -4.7957
O3 2.3039 2.0577 -3.8486
N7 4.2839 2.2463 -5.0327
C20 4.9748 2.7971 -6.1799
C21 5.0214 1.4129 -4.1062
H31 2.4841 3.1350 -5.5606
H32 5.3672 1.9745 -6.7847
H33 5.8013 3.4217 -5.8284
H34 4.3018 3.4035 -6.7918
H35 4.5500 0.4263 -4.0624
H36 4.9818 1.8661 -3.1110
H37 6.0625 1.3101 -4.4231
C22 -0.4334 -0.8816 9.0751
O4 -0.6152 -0.3727 10.1738
N8 0.6991 -0.7348 8.3032
C23 0.8367 -1.3721 7.0103
C24 1.7870 0.0822 8.7992
H38 -1.1974 -1.5223 8.6044
H39 1.7056 -2.0361 7.0341
H40 0.9848 -0.6001 6.2496
H41 -0.0539 -1.9551 6.7612
H42 2.1364 -0.3301 9.7507
H43 1.4192 1.0986 8.9702
H44 2.6118 0.1046 8.0822

As for the total charge: +1. The calculation puts the calculated total energy at -53793.727 eV. The multiplicity is 1. For the HOMO-LUMO gap, the calculation gives 5.060 eV. Its highest occupied orbital energy is -9.8 eV.